1.
The following is a quantum chemistry calculation of C53H50N6O3P2SeTi as an isolated structure, from the Open Molecules 2025 dataset.

Last column: Löwdin spin population.
Atoms and positions in Å:
Ti 1.769 -0.792 -1.750  0.750
C -2.958 -0.995 2.765  0.000
N -2.266 0.020 3.618  0.000
C -1.406 1.028 3.039  0.000
P 0.164 0.367 2.142  0.001
C 1.072 -0.614 3.321  0.000
C 1.542 0.029 4.464  0.000
C 2.398 -0.647 5.369  0.000
C 2.698 -2.005 5.148  0.000
C 2.239 -2.626 3.990  0.000
C 1.453 -1.943 3.093  0.000
C 1.120 1.891 2.038  0.000
C 2.496 2.031 2.320  0.000
C 3.080 3.300 2.469  0.000
C 2.352 4.419 2.165  0.000
C 1.057 4.332 1.661  0.000
C 0.450 3.061 1.642  0.000
C -2.341 -0.138 5.042  0.000
C -3.179 -1.128 5.630  0.000
C -3.357 -1.168 7.026  0.000
C -2.575 -0.355 7.847  0.000
C -1.767 0.612 7.304  0.000
C -1.628 0.686 5.925  0.000
P -2.556 -0.854 0.879  0.000
C -3.235 -2.426 0.298  0.000
C -2.702 -3.643 0.722  0.000
C -3.266 -4.867 0.377  0.000
C -4.391 -4.885 -0.466  0.000
C -4.825 -3.678 -1.031  0.000
C -4.210 -2.488 -0.731  0.000
C -3.846 0.282 0.440  0.000
C -5.155 0.076 0.953  0.000
C -6.117 1.081 0.860  0.000
C -5.853 2.234 0.118  0.000
C -4.607 2.433 -0.426  0.000
C -3.609 1.470 -0.292  0.000
H -4.061 -0.912 2.917  0.000
H -2.622 -1.976 3.094  0.000
H -1.209 1.856 3.779  0.000
H -1.932 1.483 2.172  0.000
H 1.393 1.100 4.636  0.000
H 2.861 -0.134 6.226  0.000
H 3.293 -2.528 5.874  0.000
H 2.478 -3.705 3.797  0.000
H 1.279 -2.371 2.110  0.000
H 3.051 1.129 2.611  0.000
H 4.122 3.407 2.764  0.000
H 2.801 5.408 2.336  0.000
H 0.492 5.223 1.332  0.000
H -0.555 2.951 1.220  0.000
H -3.756 -1.839 4.995  0.000
H -4.073 -1.845 7.510  0.000
H -2.648 -0.443 8.943  0.000
H -1.266 1.331 7.965  0.000
H -0.950 1.451 5.499  0.000
H -1.861 -3.628 1.378  0.000
H -2.883 -5.695 0.931  0.000
H -4.858 -5.834 -0.783  0.000
H -5.652 -3.656 -1.748  0.000
H -4.546 -1.558 -1.187  0.000
H -5.421 -0.889 1.384  0.000
H -7.101 0.880 1.318  0.000
H -6.631 2.999 -0.004  0.000
H -4.370 3.359 -0.955  0.000
H -2.609 1.626 -0.708  0.000
C 1.574 -4.628 -2.000  0.048
C 1.016 -3.276 -2.087  0.318
O 1.381 -2.464 -1.099  0.180
C -0.002 -2.939 -3.026  0.010
C -0.332 -3.859 -4.099  0.104
C -1.295 -3.457 -5.018  -0.011
C -1.924 -2.190 -4.923  0.126
C -1.548 -1.238 -4.009  -0.007
C -0.526 -1.571 -3.059  0.125
O -0.005 -0.577 -2.311  0.055
H 1.851 -4.815 -0.954  0.005
H 2.480 -4.720 -2.617  0.020
H 0.888 -5.407 -2.359  0.005
H 0.177 -4.780 -4.278  0.009
H -1.601 -4.100 -5.817  -0.004
H -2.669 -1.919 -5.698  0.008
H -2.000 -0.252 -4.046  -0.004
O 4.588 -0.576 0.748  0.010
C 3.458 -0.371 0.377  0.012
N 2.309 -0.159 -0.004  -0.004
C 4.261 2.927 -1.468  0.000
N 3.399 4.068 -1.859  0.000
C 3.825 5.373 -2.054  0.000
C 2.806 6.131 -2.472  0.000
N 1.653 5.323 -2.482  0.000
C 0.282 5.719 -2.785  0.000
C 2.025 4.039 -2.055  0.001
Se 0.936 2.558 -1.844  0.004
H 4.320 2.823 -0.377  0.000
H 5.229 3.042 -1.883  0.000
H 3.785 2.034 -1.864  0.001
H 4.834 5.637 -1.856  0.000
H 2.668 7.187 -2.706  0.000
H 0.197 6.679 -3.353  0.000
H -0.316 5.772 -1.837  0.000
H -0.156 4.875 -3.367  0.000
N 4.340 -2.084 -3.825  0.061
C 4.086 -1.371 -2.685  0.070
N 3.272 -0.298 -2.952  0.053
C 3.095 -0.278 -4.370  0.010
C 2.424 0.614 -5.255  0.004
C 2.465 0.316 -6.635  0.008
C 3.187 -0.773 -7.118  0.006
C 3.883 -1.648 -6.296  0.005
C 3.763 -1.413 -4.909  0.004
H 4.921 -2.902 -3.880  0.002
H 4.693 -1.419 -1.803  0.010
H 1.879 1.497 -4.834  0.000
H 2.018 1.001 -7.347  0.000
H 3.140 -0.946 -8.212  0.000
H 4.459 -2.475 -6.715  0.000

As for the spin multiplicity: 3. Its HOMO energy (alpha / beta) is -5.4006 / -6.6622 eV. The gap between HOMO and LUMO (alpha / beta) is 0.1944 / 0.2329 Eh. The expectation value of S² is 2.043.



2.
The following is a quantum chemistry calculation of C53H52BrN5O2V as an isolated structure, from the Open Molecules 2025 dataset.

Last column: Löwdin spin population.
Atoms and positions in Å:
V -1.352 -0.110 -0.003  1.939
C 2.449 3.282 -3.951  0.000
C 2.434 1.834 -3.471  0.000
C 2.275 0.892 -4.670  0.000
C 3.656 1.418 -2.685  0.000
C 4.882 2.038 -2.886  0.000
C 6.032 1.595 -2.250  0.000
C 5.945 0.505 -1.399  0.000
C 4.732 -0.127 -1.153  0.000
C 4.677 -1.330 -0.231  0.000
C 5.478 -1.141 1.059  0.000
C 5.136 -2.591 -0.967  0.000
C 3.560 0.332 -1.789  0.000
N 2.332 -0.209 -1.409  0.004
C 1.970 -1.377 -1.862  0.001
O 2.442 -2.050 -2.810  0.000
C 1.021 -2.144 -0.927  0.012
C 1.156 -3.530 -0.981  0.002
C 0.585 -4.328 -0.008  0.010
C -0.084 -3.720 1.037  0.003
C -0.233 -2.348 1.001  0.013
N 0.256 -1.568 0.020  0.010
C -0.954 -1.673 2.153  0.012
O -1.247 -2.344 3.143  0.013
N -1.212 -0.355 1.968  -0.002
C -1.549 0.372 3.145  0.004
C -0.560 0.619 4.113  -0.001
C -0.893 1.369 5.236  0.000
C -2.168 1.877 5.417  -0.001
C -3.133 1.620 4.460  0.000
C -2.844 0.865 3.327  0.000
C -3.965 0.517 2.370  0.009
C -4.843 -0.585 2.969  0.001
C -4.797 1.727 1.949  0.001
C 0.865 0.105 3.996  0.000
C 1.895 1.227 4.163  0.000
C 1.137 -1.006 5.017  0.000
H 1.486 3.526 -4.405  0.000
H 2.624 3.975 -3.130  0.000
H 3.220 3.443 -4.711  0.000
H 1.578 1.710 -2.802  0.000
H 3.133 1.016 -5.340  0.000
H 2.238 -0.151 -4.352  0.000
H 1.365 1.122 -5.230  0.000
H 4.946 2.884 -3.560  0.000
H 6.981 2.092 -2.415  0.000
H 6.841 0.149 -0.904  0.000
H 3.629 -1.462 0.049  0.000
H 6.547 -1.031 0.861  0.000
H 5.146 -0.258 1.607  0.000
H 5.354 -2.012 1.709  0.000
H 6.177 -2.483 -1.286  0.000
H 5.068 -3.468 -0.316  0.000
H 4.515 -2.758 -1.848  0.000
H 1.745 -3.927 -1.795  0.000
H 0.688 -5.406 -0.049  0.001
H -0.518 -4.260 1.865  0.000
H -0.133 1.561 5.984  0.000
H -2.404 2.469 6.294  0.000
H -4.137 2.001 4.594  0.000
H -3.520 0.121 1.456  0.006
H -5.421 -0.204 3.817  0.000
H -5.541 -0.963 2.217  0.000
H -4.233 -1.418 3.324  0.000
H -5.407 2.107 2.773  0.000
H -4.154 2.533 1.592  0.000
H -5.463 1.453 1.128  0.001
H 0.997 -0.311 2.996  0.000
H 1.938 1.568 5.201  0.000
H 2.890 0.865 3.895  0.000
H 1.659 2.082 3.529  0.000
H 1.038 -0.613 6.033  0.000
H 0.438 -1.831 4.892  0.000
H 2.156 -1.384 4.899  0.000
C 3.073 3.351 0.689  0.035
C 2.706 2.057 1.034  0.001
C 1.443 1.572 0.746  0.031
C 0.508 2.362 0.075  0.013
C 0.882 3.667 -0.278  0.031
C 2.144 4.148 0.033  -0.001
N -0.759 1.825 -0.224  0.213
N -1.585 2.744 -0.738  0.380
C -2.830 2.236 -1.016  0.017
C -3.769 3.124 -1.568  0.068
C -5.039 2.678 -1.881  0.002
C -5.376 1.350 -1.634  0.084
C -4.431 0.486 -1.075  0.000
C -3.134 0.877 -0.744  0.057
H 4.070 3.717 0.905  0.003
H 3.421 1.407 1.523  -0.001
H 1.187 0.552 0.995  0.003
H 0.168 4.282 -0.805  0.004
H 2.410 5.158 -0.261  -0.001
H -3.471 4.152 -1.740  0.002
H -5.765 3.358 -2.316  -0.002
H -6.365 0.981 -1.883  0.006
H -4.748 -0.537 -0.889  -0.002
Br -0.927 -0.066 -2.979  0.017
C -2.032 -1.571 -3.251  -0.001
C -2.208 -1.997 -4.536  0.003
C -3.014 -3.126 -4.786  -0.002
C -3.618 -3.771 -3.749  0.002
C -3.454 -3.323 -2.413  -0.001
C -4.129 -3.972 -1.353  0.009
C -4.011 -3.481 -0.087  -0.001
C -3.201 -2.357 0.176  0.008
C -2.464 -1.694 -0.792  -0.023
C -2.631 -2.197 -2.125  0.001
H -1.722 -1.474 -5.347  0.001
H -3.152 -3.468 -5.805  0.000
H -4.246 -4.637 -3.928  0.000
H -4.743 -4.839 -1.570  0.001
H -4.539 -3.955 0.734  0.000
H -3.200 -2.005 1.202  0.001

As for the spin multiplicity: 4. The charge is -2. Its HOMO energy (alpha / beta) is -0.7776 / -2.4379 eV. The calculation puts the energy above the lowest of the compared OMol25 structures with the same formula, charge and spin at 17.0 kcal per mole. The gap between HOMO and LUMO (alpha / beta) is 0.1891 / 0.2500 Eh. The expectation value of S² is 3.787.